18
Properties=species:S:1:pos:R:3:forces:R:3 method="wB97M-V/def2-TZVPD" multiplicity=1 orbital_gap_ha=0.3394 homo_energy_ev=-5.5 e_tot_ev=-13966.151 lumo_ha=0.138 e_above_lowest_ev=0.708 total_charge=-1
C -1.254 -1.555 -0.152 -1.32 0.35 -1.22
N -0.029 -0.796 0.065 -1.25 -0.88 -0.36
C 0.128 -0.199 1.363 1.74 -0.09 -2.52
O 1.374 0.003 1.599 -1.39 0.26 1.19
O -0.932 0.126 1.913 0.83 0.10 1.05
H -1.736 -1.388 -1.141 0.34 0.81 0.23
H -2.041 -1.244 0.579 0.95 -0.70 -0.44
H -1.149 -2.636 -0.287 0.44 -0.27 1.09
H 0.772 -1.165 -0.450 -0.13 0.37 0.79
H 2.360 -0.067 0.510 1.24 0.20 -1.10
H 3.564 0.719 -0.178 2.69 4.26 0.85
O 3.106 -0.031 -0.289 -3.93 -4.30 0.28
H 1.854 1.409 -1.448 -1.15 0.32 -0.64
H 0.379 1.364 -1.293 -1.48 -0.97 1.16
O 1.009 1.775 -1.841 2.64 0.39 -0.47
H -2.388 1.595 -0.279 -0.43 0.60 -0.78
H -2.109 0.810 0.870 -1.32 0.23 0.68
O -2.909 1.278 0.458 1.56 -0.67 0.21

***

15
Properties=species:S:1:pos:R:3:forces:R:3 method="wB97M-V/def2-TZVPD" multiplicity=1 orbital_gap_ha=0.3290 homo_energy_ev=-12.7 e_tot_ev=-16602.003 lumo_ha=-0.140 e_above_lowest_ev=0.681 total_charge=+1
C 0.510 -0.357 0.289 1.50 -0.24 0.33
C 0.624 -0.280 -1.196 -1.94 0.11 -1.94
S -0.843 -1.085 -2.023 0.25 -0.08 0.29
N 1.728 0.368 0.903 -0.45 0.86 -0.12
H 0.604 -1.342 0.733 -0.48 -0.30 -0.30
H -0.390 0.158 0.606 -0.02 0.07 0.23
H 1.339 -0.785 -1.827 1.08 -0.45 0.90
H 0.659 0.749 -1.564 -0.13 0.17 0.41
H -1.852 -0.663 -1.246 0.19 0.33 0.02
H 1.586 0.634 1.874 -0.11 -0.22 0.29
H 1.860 1.255 0.410 0.18 -0.07 -0.10
H 2.592 -0.165 0.843 0.03 -0.15 -0.14
H -2.864 -0.308 0.868 -0.66 0.38 0.25
H -3.065 1.288 0.738 -0.44 -0.43 0.20
O -2.490 0.533 0.592 1.01 0.03 -0.33